Record 1
Formula: C4H10N2O2
Source: OMol25
Level of theory: ωB97M-V/def2-TZVPD

Geometry as XYZ:
```
18
Properties=species:S:1:pos:R:3:mulliken_charge:R:1
C 2.71197 0.32451 0.44392 -1.0704
C -2.73886 -0.11470 -0.36807 -1.0790
C 1.74252 -0.30945 -0.54754 -0.3359
C -1.71708 -0.31793 0.74545 -0.2304
N 0.47929 -0.60234 0.04335 -0.0458
N -0.44055 0.21574 0.30060 0.8211
O 0.16714 -2.32857 0.09248 -0.5739
O -0.27026 1.42688 0.17025 -0.6395
H 2.80811 -0.30407 1.32543 0.3194
H 3.68665 0.42011 -0.02604 0.3467
H 2.36679 1.31143 0.74090 0.3165
H -2.78020 0.93535 -0.65298 0.3257
H -2.47225 -0.71220 -1.23733 0.3179
H -3.72084 -0.42533 -0.02232 0.3353
H 1.57664 0.36411 -1.39795 0.2843
H 2.12364 -1.26793 -0.89979 0.3212
H -2.01583 0.23212 1.63882 0.2745
H -1.54722 -1.37768 0.94665 0.3124
```

Output
Relative energy (zero: lowest compared OMol25 entry of this formula, charge and spin)   742.5 kJ/mol
Kohn-Sham gap   9.21 eV
E_HOMO   -9.22 eV
Total energy   -418.178144 Ha

Record 2
Formula: C4H10N2O2
Source: OMol25
Level of theory: ωB97M-V/def2-TZVPD

Geometry as XYZ:
```
18
Properties=species:S:1:pos:R:3:mulliken_charge:R:1
N -1.18129 0.50567 -0.98747 -0.7783
C -0.02727 -0.28375 -0.70029 0.5087
C 0.23547 -0.42778 0.74481 -1.0597
C -1.14662 -0.84151 1.49331 -0.6222
O -1.67346 1.03850 1.60534 -0.5775
C 1.37444 0.29155 -1.11249 0.1673
N 2.32351 -0.61078 -1.22211 -0.6635
O 1.10363 1.74729 -1.07628 -0.4923
H -1.69622 -0.00031 2.11075 0.2147
H -0.86672 1.41869 -1.46279 0.3680
H -1.38065 0.92447 -0.08844 0.3760
H 0.13801 -1.31614 -1.25061 0.2315
H 0.54280 0.55963 1.22674 0.3868
H 0.94835 -1.17904 1.02521 0.5197
H -1.90968 -1.16105 0.81974 0.4147
H -0.92411 -1.47293 2.31871 0.3798
H 3.22456 -0.22299 -1.33372 0.2465
H 0.91524 1.03049 -2.11042 0.3799
```

Output
Relative energy (zero: lowest compared OMol25 entry of this formula, charge and spin)   1050.3 kJ/mol
Kohn-Sham gap   8.67 eV
E_HOMO   -9.50 eV
Total energy   -418.060927 Ha

Record 3
Formula: C4H10N2O2
Source: OMol25
Level of theory: ωB97M-V/def2-TZVPD

Geometry as XYZ:
```
18
Properties=species:S:1:pos:R:3:mulliken_charge:R:1
C 0.76371 -0.57912 0.02481 0.1936
C 1.80456 -0.71009 -1.07185 -1.6891
C -1.27140 0.64080 0.65259 0.3184
C -0.38547 0.31040 -0.31715 0.6029
N -1.19646 0.18006 1.95764 -0.6455
N -0.52196 0.79983 -1.63352 -0.6334
O -2.32772 1.47391 0.35274 -0.5444
O 0.26158 -1.83778 0.44452 -0.5440
H -2.98603 1.36341 1.04931 0.3418
H 1.00107 -2.45284 0.50315 0.3338
H 1.22623 -0.14272 1.04632 0.0548
H -0.30644 -0.40222 2.08018 0.3100
H -1.27049 0.90908 2.66026 0.2154
H -1.28401 1.46452 -1.69204 0.2673
H 0.31392 1.21783 -2.02010 0.1973
H 2.60930 -1.36679 -0.74048 0.4546
H 2.22305 0.26009 -1.33000 0.3742
H 1.34658 -1.12835 -1.96637 0.3922
```

Output
Relative energy (zero: lowest compared OMol25 entry of this formula, charge and spin)   240.4 kJ/mol
Kohn-Sham gap   7.64 eV
E_HOMO   -6.90 eV
Total energy   -418.369391 Ha
Structure (SMILES)   C[C@H](O)/C(N)=C(\N)O

Record 4
Formula: C4H10N2O2
Source: OMol25
Level of theory: ωB97M-V/def2-TZVPD

Geometry as XYZ:
```
18
Properties=species:S:1:pos:R:3:mulliken_charge:R:1
C -0.67556 0.32573 0.25727 -0.2167
C -0.99267 0.93594 -1.13044 -0.6382
C -0.62047 2.40139 -1.57722 -0.3593
O 0.69134 2.54814 -2.05141 -0.5320
N -0.39626 -1.18158 0.17244 -0.2112
C 0.53138 -1.68578 1.19027 0.4268
N 0.09398 -1.58508 2.44254 -0.4144
O 1.56390 -2.24585 0.92138 -0.5717
H 0.17861 0.85359 0.83681 0.2766
H -1.63304 0.48456 0.81778 0.1495
H -2.11916 0.80998 -1.24206 0.2431
H -0.33648 0.38794 -1.95725 0.2301
H -0.85747 3.14707 -0.82908 0.3185
H -1.24950 2.79634 -2.40857 0.2629
H 1.21802 1.71559 -2.16033 0.3141
H -0.26656 -1.35617 -0.74357 0.2195
H 0.59535 -1.72849 3.30137 0.2296
H -0.91178 -2.02574 2.68104 0.2728
```

Output
Relative energy (zero: lowest compared OMol25 entry of this formula, charge and spin)   296.3 kJ/mol
Kohn-Sham gap   10.23 eV
E_HOMO   -9.46 eV
Total energy   -418.348126 Ha
Structure (SMILES)   NC(=O)NCCCO

Record 5
Formula: C4H10N2O2
Source: OMol25
Level of theory: ωB97M-V/def2-TZVPD

Geometry as XYZ:
```
18
Properties=species:S:1:pos:R:3:mulliken_charge:R:1
C -2.76865 -0.79857 0.11050 -0.8042
C 0.61313 0.05618 0.03244 0.4852
C 1.88190 -0.66221 0.34738 -0.3300
C 0.41284 2.36440 -0.40047 -0.7343
H -2.70120 -1.50830 -0.70503 0.2868
H -3.66433 -0.26333 -0.01861 0.3573
H -2.86367 -1.24091 1.12046 0.2782
H -1.58663 0.87120 0.52802 0.2434
H 2.70887 -0.20784 -0.12534 0.3152
H 2.13121 -0.86190 1.50259 0.1641
H 0.62694 -2.22527 0.16195 0.3913
H 1.23597 2.45340 -1.02174 0.3490
H 0.44100 3.27657 0.23314 0.2209
H -0.43391 2.29676 -1.05741 0.3515
N -1.66848 0.11235 -0.12825 -0.3398
N -0.40764 -0.63457 -0.14073 -0.2786
O 1.64053 -1.95391 -0.44136 -0.5767
O 0.58488 1.36721 0.53208 -0.3794
```

Output
Relative energy (zero: lowest compared OMol25 entry of this formula, charge and spin)   543.2 kJ/mol
Kohn-Sham gap   9.76 eV
E_HOMO   -9.10 eV
Total energy   -418.254053 Ha
Structure (SMILES)   CN/N=C(/CO)OC

Record 6
Formula: C4H10N2O2
Source: OMol25
Level of theory: ωB97M-V/def2-TZVPD

Geometry as XYZ:
```
18
Properties=species:S:1:pos:R:3:mulliken_charge:R:1
C 0.07055 -0.46940 -0.11089 0.2097
C -2.16245 0.77637 0.50063 -0.8050
C -0.24508 -0.79273 -1.55886 -1.3541
N -1.00791 0.00550 0.91876 -0.3902
C 0.73113 0.86967 0.04728 0.5575
N 2.63227 -0.45275 0.87168 -0.5203
O 2.12946 0.75043 0.28964 -0.2374
O 0.39012 1.94719 -0.37155 -0.5634
H -1.26479 -0.83074 1.43546 0.2472
H 0.59742 -1.27902 0.39633 0.4968
H 2.98742 -0.19488 1.79181 0.2263
H 3.43807 -0.70016 0.29906 0.2351
H -2.82893 0.22827 -0.17640 0.2657
H -2.72156 1.08417 1.38533 0.3224
H -1.82658 1.68781 0.01347 0.2752
H -0.73212 0.04600 -2.05090 0.3147
H 0.69659 -1.00248 -2.06737 0.3929
H -0.88360 -1.67324 -1.61348 0.3269
```

Output
Relative energy (zero: lowest compared OMol25 entry of this formula, charge and spin)   398.9 kJ/mol
Kohn-Sham gap   9.80 eV
E_HOMO   -8.90 eV
Total energy   -418.309025 Ha
Structure (SMILES)   CN[C@@H](C)C(=O)ON